(1)
Computed, not measured: a cluster of 2 separate species, C16H34O6PS in total, with ωB97M-V/def2-TZVPD.

Structure (XYZ):
```
58
Properties=species:S:1:pos:R:3:lowdin_charge:R:1
C 3.130 0.475 5.973 -0.16
O 2.584 -0.877 5.908 -0.30
C 1.895 -0.968 4.600 -0.37
P 0.301 -2.018 4.756 0.42
C 1.308 -3.645 5.129 -0.33
C 1.279 -4.519 3.783 -0.32
O 2.292 -4.679 3.038 -0.10
C -0.852 -0.528 4.248 -0.38
C -0.938 -0.563 2.650 -0.32
C -1.884 0.556 2.004 -0.21
C -2.102 0.370 0.394 -0.19
C -1.098 -0.691 -0.261 -0.19
C -1.095 -0.706 -1.856 -0.20
O -0.534 0.482 -2.479 -0.07
C 0.847 0.622 -2.236 -0.41
C 1.862 -0.545 -1.874 -0.01
O 1.329 1.777 -2.361 0.03
H 3.917 0.476 6.802 0.08
H 3.654 0.783 5.006 0.08
H 2.242 1.166 6.213 0.10
H 1.726 0.069 4.150 0.07
H 2.647 -1.495 3.898 0.10
H 0.453 -2.361 3.336 -0.02
H -0.900 -2.864 4.749 -0.03
H 0.151 -1.718 6.164 -0.01
H 2.411 -3.414 5.326 0.07
H 0.805 -4.205 5.986 0.07
H 0.304 -5.003 3.418 0.11
H -1.919 -0.674 4.657 0.07
H -0.402 0.465 4.578 0.06
H 0.121 -0.366 2.240 0.10
H -1.326 -1.589 2.350 0.10
H -2.917 0.430 2.471 0.10
H -1.493 1.623 2.138 0.11
H -3.173 -0.020 0.245 0.11
H -2.034 1.385 -0.132 0.11
H -1.472 -1.730 0.068 0.13
H -0.026 -0.542 0.084 0.09
H -2.199 -0.747 -2.186 0.14
H -0.612 -1.637 -2.311 0.13
H 1.450 -1.348 -1.184 0.08
H 2.320 -1.069 -2.775 0.10
H 2.731 -0.051 -1.306 0.11
C 0.086 2.493 -5.649 -0.22
C -0.437 3.825 -6.190 -0.22
C -1.370 3.510 -7.362 -0.23
S -2.044 1.883 -7.040 0.67
O -1.563 0.976 -8.058 -0.33
O -3.449 2.005 -6.720 -0.33
C -1.131 1.585 -5.537 -0.24
H 0.585 2.614 -4.686 0.10
H 0.808 2.066 -6.354 0.12
H -0.996 4.343 -5.404 0.12
H 0.377 4.483 -6.501 0.11
H -2.185 4.231 -7.434 0.10
H -0.826 3.469 -8.307 0.10
H -0.874 0.530 -5.461 0.11
H -1.764 1.880 -4.698 0.11
```

As for the net charge: -1. The calculation puts the frontier orbital gap at 6.2 eV. As for the HOMO energy: -3.96 eV.

(2)
Computed, not measured: a cluster of 3 separate species, C16H35F5O7SSi in total, with ωB97M-V/def2-TZVPD.

Structure (XYZ):
```
65
Properties=species:S:1:pos:R:3:lowdin_charge:R:1
C -2.451 3.959 0.149 -0.11
O -1.187 3.688 0.801 -0.31
C -0.308 2.936 -0.098 -0.25
Si 0.909 1.843 0.895 0.59
C 2.695 2.343 0.370 -0.14
O 0.619 0.153 0.793 -0.25
C 0.389 -0.295 -0.568 -0.19
C -0.986 -1.155 -0.528 -0.36
C -1.853 -0.976 -1.865 -0.04
O -0.730 -2.562 -0.287 -0.08
S 0.584 2.367 3.015 0.75
O 0.667 3.870 3.208 -0.35
O 1.665 1.657 3.812 -0.37
C -1.058 1.651 3.564 -0.36
F -0.758 0.428 4.222 0.05
F -1.915 1.321 2.480 0.05
C -1.830 2.601 4.621 -0.39
F -2.263 3.732 3.929 0.12
F -0.930 2.883 5.638 0.13
F -2.936 1.888 5.127 0.11
H -2.299 4.297 -0.934 0.10
H -3.012 4.762 0.735 0.10
H -3.069 2.996 0.225 0.10
H -0.881 2.406 -0.922 0.09
H 0.331 3.740 -0.622 0.11
H 3.265 2.738 1.270 0.06
H 3.180 1.404 -0.054 0.06
H 2.645 3.113 -0.463 0.04
H 0.369 0.531 -1.348 0.10
H 1.204 -1.060 -0.836 0.14
H -1.547 -0.774 0.386 0.14
H -1.484 -1.660 -2.702 0.09
H -1.716 0.107 -2.198 0.07
H -2.945 -1.181 -1.598 0.09
H -0.168 -2.668 0.511 0.10
C 0.701 -8.319 2.547 -0.08
C 1.285 -6.919 2.463 -0.28
O 0.580 -6.061 1.578 -0.16
C -0.788 -5.827 1.884 -0.28
C -1.004 -5.189 3.245 -0.08
H 0.676 -8.782 1.556 0.08
H 1.303 -8.943 3.212 0.08
H -0.321 -8.313 2.931 0.06
H 2.306 -6.986 2.081 0.12
H 1.357 -6.463 3.456 0.11
H -1.361 -6.755 1.787 0.11
H -1.167 -5.150 1.113 0.11
H -0.649 -5.827 4.057 0.07
H -2.067 -4.997 3.410 0.08
H -0.463 -4.242 3.314 0.08
C 2.955 2.687 -4.702 -0.07
C 1.665 2.036 -4.233 -0.28
O 0.851 2.892 -3.442 -0.19
C 0.406 4.092 -4.062 -0.28
C -0.433 3.856 -5.306 -0.08
H 3.541 3.034 -3.846 0.08
H 3.555 1.974 -5.273 0.08
H 2.768 3.551 -5.341 0.07
H 1.913 1.177 -3.606 0.11
H 1.092 1.645 -5.080 0.11
H 1.258 4.744 -4.279 0.11
H -0.203 4.616 -3.320 0.11
H 0.129 3.339 -6.086 0.07
H -0.779 4.807 -5.716 0.08
H -1.304 3.240 -5.068 0.08
```

The SMILES is COC[Si@](C)(OC[C@@H](C)O)S(=O)(=O)C(F)(F)C(F)(F)F.CCOCC.CCOCC. As for the net charge: 0. The calculation puts the frontier orbital gap at 10.1 eV. As for the HOMO energy: -9.64 eV.

(3)
Computed, not measured: a cluster of 5 separate species, C16H35N7O6 in total, with ωB97M-V/def2-TZVPD.

Structure (XYZ):
```
64
Properties=species:S:1:pos:R:3:lowdin_charge:R:1
N 1.251 -0.742 3.217 0.30
C 0.212 0.010 3.401 -0.40
N 0.023 1.199 2.731 0.08
C -0.709 2.043 3.706 -0.12
C -0.957 1.055 4.896 -0.10
N -0.734 -0.297 4.329 0.03
C -2.023 -0.892 3.639 -0.68
O -2.667 -1.579 4.412 0.03
O -2.150 -0.544 2.462 0.01
H 1.418 -1.531 3.822 0.14
H 1.907 -0.552 2.478 0.14
H -0.519 1.035 1.889 0.14
H -0.016 2.795 4.061 0.10
H -1.592 2.487 3.272 0.11
H -0.135 1.221 5.588 0.11
H -1.914 1.117 5.395 0.13
C 1.273 4.026 0.614 -0.01
C 0.027 4.820 0.942 -0.55
O -0.449 4.833 2.067 0.02
N -0.551 5.512 -0.070 0.01
C -0.129 5.594 -1.458 -0.07
H 1.599 3.528 1.522 0.07
H 1.067 3.276 -0.151 0.08
H 2.069 4.677 0.253 0.08
H -1.380 6.013 0.207 0.14
H 0.078 6.630 -1.732 0.08
H -0.906 5.206 -2.115 0.06
H 0.765 5.005 -1.621 0.07
C -0.123 -3.865 0.305 0.00
C 0.133 -3.938 1.790 -0.56
O 1.277 -3.952 2.248 -0.02
N -0.947 -3.987 2.594 0.03
C -2.349 -3.997 2.198 -0.06
H 0.828 -3.849 -0.216 0.05
H -0.687 -4.729 -0.044 0.09
H -0.678 -2.961 0.049 0.09
H -0.737 -4.032 3.579 0.14
H -2.873 -3.150 2.630 0.06
H -2.827 -4.916 2.543 0.09
H -2.428 -3.952 1.118 0.07
C -1.851 2.630 -5.831 -0.01
C -1.747 2.892 -4.346 -0.55
O -0.703 3.257 -3.829 0.02
N -2.865 2.701 -3.598 0.01
C -4.177 2.271 -4.036 -0.08
H -0.879 2.827 -6.273 0.08
H -2.128 1.594 -6.027 0.09
H -2.592 3.283 -6.294 0.08
H -2.731 2.882 -2.615 0.14
H -4.931 3.025 -3.802 0.08
H -4.463 1.339 -3.546 0.09
H -4.179 2.108 -5.109 0.07
C 3.457 -3.066 -0.904 -0.02
C 3.118 -3.915 -2.108 -0.55
O 2.026 -3.857 -2.646 0.03
N 4.081 -4.756 -2.571 0.01
C 5.419 -4.956 -2.057 -0.08
H 2.588 -2.461 -0.667 0.07
H 3.695 -3.690 -0.041 0.09
H 4.301 -2.407 -1.114 0.08
H 3.792 -5.294 -3.373 0.14
H 6.167 -4.719 -2.815 0.08
H 5.565 -5.992 -1.746 0.08
H 5.589 -4.316 -1.197 0.07
```

As for the net charge: 0. The calculation puts the frontier orbital gap at 9.3 eV. As for the HOMO energy: -8.94 eV.

(4)
Computed, not measured: a structure of composition C16H35NOP2SiSn, with ωB97M-V/def2-TZVPD.

Structure (XYZ):
```
57
Properties=species:S:1:pos:R:3:lowdin_charge:R:1
Sn 0.109 0.330 0.127 0.41
Si 0.265 -1.876 -1.194 0.49
P 0.626 1.511 -1.980 0.73
N -1.639 0.413 -0.082 -0.35
H 0.758 1.800 0.909 -0.01
C 0.951 3.337 -1.937 -0.26
H 1.099 3.765 -2.946 0.05
H 1.847 3.519 -1.320 0.04
H 0.097 3.829 -1.443 0.05
C 2.061 0.902 -2.977 -0.25
H 2.203 1.507 -3.891 0.05
H 1.876 -0.148 -3.253 0.03
H 2.976 0.945 -2.363 0.03
C -0.772 1.394 -3.181 -0.25
H -0.543 1.922 -4.123 0.05
H -1.673 1.830 -2.719 0.05
H -0.965 0.327 -3.381 0.03
C 1.992 -2.708 -1.373 -0.34
H 2.440 -2.915 -0.383 0.00
H 2.693 -2.046 -1.914 -0.01
H 1.929 -3.664 -1.926 0.01
H -0.608 -2.994 -0.642 -0.06
H -0.238 -1.826 -2.630 -0.06
C -2.989 0.328 -0.314 -0.44
C -5.256 1.160 0.029 -0.13
C -3.882 1.261 0.269 -0.08
C -3.505 -0.703 -1.140 -0.07
C -4.879 -0.788 -1.375 -0.13
C -5.761 0.139 -0.793 -0.16
H -5.940 1.885 0.483 0.09
H -3.470 2.052 0.902 0.09
H -2.802 -1.418 -1.579 0.07
H -5.269 -1.587 -2.016 0.09
H -6.837 0.065 -0.980 0.08
C 3.310 0.178 0.870 -0.44
O 2.312 -0.063 0.166 -0.22
C 3.169 0.840 2.208 -0.02
H 4.086 1.376 2.504 0.10
H 2.959 0.079 2.983 0.10
H 2.284 1.508 2.148 0.04
C 4.678 -0.178 0.349 0.00
H 5.272 0.745 0.205 0.10
H 4.597 -0.722 -0.603 0.09
H 5.224 -0.792 1.088 0.10
C -1.484 -1.850 3.355 -0.27
P -0.417 -0.856 2.251 0.76
C -0.547 0.653 3.274 -0.29
C 0.925 -2.098 2.271 -0.29
H -2.460 -1.337 3.487 0.06
H -1.010 -1.985 4.350 0.05
H -1.674 -2.844 2.899 0.06
H -0.516 0.402 4.355 0.05
H 0.285 1.348 3.079 0.00
H -1.503 1.168 3.047 0.07
H 1.073 -2.494 3.297 0.05
H 0.660 -2.942 1.604 0.05
H 1.883 -1.680 1.948 0.00
```

As for the net charge: 0. The calculation puts the frontier orbital gap at 5.3 eV. As for the HOMO energy: -5.32 eV. The energy relative to the best compared isomer or geometry (same formula, charge and spin) is 95.6 kcal/mol.

(5)
Computed, not measured: a structure of composition C16H36AgBr3Cl6O9P2, with ωB97M-V/def2-TZVPD.

Structure (XYZ):
```
73
Properties=species:S:1:pos:R:3:lowdin_spin:R:1
Ag 1.223 1.562 -0.192 0.01
C -0.194 -1.829 0.204 0.11
O 0.184 -0.534 0.033 0.77
H -1.271 -1.954 -0.005 0.06
H 0.314 -2.557 -0.438 0.00
H -0.120 -2.195 1.239 0.03
C -0.634 -5.039 -0.149 0.00
Br -0.199 -6.606 -1.183 0.00
Br 0.634 -4.779 1.328 0.01
Br -2.427 -5.040 0.601 0.00
H -0.465 -4.194 -0.800 0.00
C 4.113 -3.591 -0.091 0.00
C 3.879 -2.147 -0.483 0.00
O 4.804 -1.307 0.221 0.00
P 4.214 -0.225 1.190 0.00
O 3.091 0.604 0.678 0.00
O 3.846 -0.980 2.537 0.00
C 2.556 -1.493 2.791 0.00
C 1.539 -0.529 3.386 0.00
O 5.481 0.635 1.593 0.00
C 5.534 1.427 2.789 0.00
C 5.141 2.865 2.452 0.00
H 5.174 -3.792 -0.268 0.00
H 3.895 -3.900 0.929 0.00
H 3.538 -4.241 -0.756 0.00
H 3.966 -1.978 -1.553 0.00
H 2.819 -1.948 -0.269 0.00
H 2.082 -1.943 1.907 0.00
H 2.638 -2.372 3.431 0.00
H 1.276 0.303 2.724 0.00
H 0.598 -1.053 3.545 0.00
H 1.992 -0.054 4.258 0.00
H 4.808 1.035 3.507 0.00
H 6.495 1.349 3.286 0.00
H 5.050 3.423 3.385 0.00
H 5.915 3.288 1.814 0.00
H 4.180 2.923 1.946 0.00
C -3.924 -0.790 -3.124 0.00
C -3.850 0.726 -2.935 0.00
O -2.469 1.086 -2.802 0.00
P -1.981 2.134 -1.706 0.00
O -0.522 2.013 -1.514 0.00
O -2.517 3.533 -2.219 0.00
C -1.855 4.764 -1.809 0.00
C -2.268 5.842 -2.766 0.00
O -2.863 1.796 -0.406 0.00
C -2.294 1.975 0.918 0.00
C -3.423 1.722 1.886 0.00
H -3.502 -1.103 -4.079 0.00
H -3.446 -1.330 -2.305 0.00
H -4.965 -1.124 -3.111 0.00
H -4.231 1.118 -3.880 0.00
H -4.458 1.008 -2.079 0.00
H -2.138 4.939 -0.769 0.00
H -0.767 4.659 -1.797 0.00
H -1.651 5.914 -3.659 0.00
H -3.331 5.786 -2.999 0.00
H -2.173 6.838 -2.318 0.00
H -1.549 1.184 1.041 0.00
H -1.848 2.960 1.045 0.00
H -3.969 0.800 1.679 0.00
H -3.099 1.581 2.921 0.00
H -4.139 2.544 1.884 0.00
C -0.043 -1.736 -3.437 0.00
Cl -0.616 -1.309 -5.020 0.00
Cl 1.735 -1.677 -3.336 0.00
Cl -0.643 -3.368 -3.026 0.00
H -0.406 -1.054 -2.677 0.00
C -4.375 -0.882 1.384 0.00
Cl -4.763 -1.913 2.736 0.00
Cl -5.537 0.501 1.266 0.00
Cl -4.410 -1.775 -0.135 0.00
H -3.380 -0.494 1.559 0.00
```

As for the net charge: +1. Its spin multiplicity is 2. The calculation puts the frontier orbital gap (alpha / beta) at 9.8 / 7.2 eV. As for the HOMO energy (alpha / beta): -12.56 / -12.56 eV.

(6)
Computed, not measured: a cluster of 3 separate species, C16H36B3F9N2O7S2 in total, with ωB97M-V/def2-TZVPD.

Structure (XYZ):
```
75
Properties=species:S:1:pos:R:3:lowdin_charge:R:1
F -7.236 2.610 6.361 0.02
C -6.557 3.474 7.367 -0.19
F -7.450 4.690 7.486 -0.02
C -5.112 4.105 6.806 -0.08
C -4.992 4.098 5.171 -0.06
B -4.375 2.693 4.538 -0.38
O -3.053 2.706 3.874 0.14
B -2.626 1.351 3.469 -0.18
O -3.520 0.298 2.908 0.08
B -4.875 0.560 3.431 -0.73
S -6.362 -0.304 2.594 0.74
O -5.132 1.427 4.597 0.10
C -6.463 2.854 8.873 -0.22
F -5.601 3.681 9.783 0.02
F -7.852 2.959 9.460 0.00
S -5.953 1.074 9.025 1.09
F -4.548 1.613 9.904 -0.21
F -5.074 1.040 7.561 -0.17
F -7.391 0.450 8.337 -0.17
F -6.757 0.991 10.574 -0.20
F -5.449 -0.547 9.299 -0.18
H -4.182 3.605 7.359 0.15
H -5.084 5.248 7.142 0.15
H -6.017 4.326 4.639 0.14
H -4.216 4.948 4.856 0.14
H -1.477 1.059 3.551 0.11
H -7.567 0.204 3.177 -0.09
C 2.164 -0.240 -2.813 -0.11
O 1.048 -1.117 -2.895 -0.20
C 1.008 -2.096 -1.849 -0.20
C -0.105 -1.779 -0.837 -0.20
N 0.217 -0.589 -0.036 -0.05
C -0.920 -0.050 0.718 -0.20
C -2.167 0.395 -0.077 -0.20
O -1.967 1.557 -0.883 -0.18
C -1.334 1.307 -2.131 -0.10
H 2.239 0.300 -3.762 0.09
H 2.026 0.494 -2.021 0.07
H 3.097 -0.792 -2.655 0.08
H 1.983 -2.220 -1.359 0.12
H 0.763 -3.048 -2.331 0.12
H -0.238 -2.634 -0.166 0.12
H -1.029 -1.640 -1.401 0.10
H 0.564 0.142 -0.647 0.06
H -0.543 0.823 1.266 0.11
H -1.222 -0.785 1.473 0.12
H -2.931 0.678 0.658 0.10
H -2.610 -0.415 -0.665 0.12
H -1.619 0.341 -2.558 0.09
H -0.253 1.378 -2.018 0.07
H -1.636 2.093 -2.831 0.09
C 6.839 -1.515 -3.308 -0.11
O 6.774 -0.703 -4.474 -0.20
C 7.861 -0.915 -5.384 -0.20
C 7.392 -1.670 -6.639 -0.20
N 7.061 -3.070 -6.336 -0.06
C 6.318 -3.753 -7.400 -0.19
C 4.956 -3.160 -7.825 -0.22
O 3.930 -3.275 -6.837 -0.18
C 3.977 -2.284 -5.820 -0.10
H 6.123 -1.122 -2.582 0.09
H 6.558 -2.543 -3.532 0.07
H 7.837 -1.490 -2.858 0.09
H 8.714 -1.412 -4.903 0.12
H 8.196 0.078 -5.695 0.12
H 8.186 -1.648 -7.392 0.12
H 6.528 -1.135 -7.038 0.09
H 6.503 -3.105 -5.489 0.06
H 6.140 -4.778 -7.047 0.12
H 6.962 -3.835 -8.282 0.11
H 4.605 -3.748 -8.682 0.12
H 5.034 -2.130 -8.187 0.11
H 4.321 -1.316 -6.195 0.09
H 4.604 -2.628 -4.998 0.07
H 2.965 -2.157 -5.421 0.09
```

The SMILES is FC(F)(CCB1OBOB(S)O1)C(F)(F)S(F)(F)(F)(F)F.COCCNCCOC.COCCNCCOC. As for the net charge: 0. The calculation puts the frontier orbital gap at 6.2 eV. As for the HOMO energy: -8.68 eV.

(7)
Computed, not measured: a cluster of 5 separate species, C16H36BIO10S4Si in total, with ωB97M-V/def2-TZVPD.

Structure (XYZ):
```
69
Properties=species:S:1:pos:R:3:lowdin_charge:R:1
O -0.048 -2.620 8.360 -0.06
B -0.325 -3.850 7.541 -0.60
O -0.766 -5.132 8.193 -0.02
Si -0.137 -3.710 5.595 0.26
I 1.578 -2.071 4.871 0.47
H -0.942 -2.127 8.314 0.12
H -1.504 -5.481 7.579 0.11
H -1.440 -3.167 5.131 -0.07
H 0.075 -5.056 5.022 -0.07
C 0.819 1.072 -0.726 -0.22
C 2.015 0.667 0.134 -0.20
C 1.469 0.147 1.463 -0.24
S -0.157 -0.506 1.114 0.66
O -1.138 0.307 1.801 -0.33
O -0.126 -1.950 1.233 -0.35
C -0.176 -0.074 -0.615 -0.22
H 1.109 1.252 -1.765 0.12
H 0.376 1.994 -0.332 0.07
H 2.575 -0.130 -0.371 0.12
H 2.703 1.503 0.291 0.12
H 2.098 -0.646 1.874 0.08
H 1.360 0.953 2.194 0.11
H -1.186 0.204 -0.920 0.11
H 0.163 -0.946 -1.182 0.11
C -2.920 5.830 0.389 -0.23
C -2.535 5.026 1.630 -0.22
C -1.637 3.878 1.172 -0.22
S -0.817 4.446 -0.310 0.66
O -1.271 3.642 -1.425 -0.33
O 0.589 4.655 -0.027 -0.32
C -1.628 6.030 -0.390 -0.23
H -3.383 6.786 0.653 0.12
H -3.637 5.261 -0.213 0.12
H -1.984 5.670 2.326 0.12
H -3.417 4.651 2.159 0.12
H -0.889 3.626 1.927 0.11
H -2.222 2.990 0.916 0.11
H -1.794 6.314 -1.430 0.11
H -0.981 6.763 0.102 0.11
C -0.630 3.700 -5.027 -0.23
C -0.433 3.646 -6.542 -0.22
C -0.037 2.215 -6.902 -0.23
S -0.763 1.166 -5.652 0.67
O 0.304 0.552 -4.890 -0.33
O -1.838 0.394 -6.242 -0.33
C -1.469 2.480 -4.677 -0.24
H -1.119 4.627 -4.714 0.12
H 0.343 3.643 -4.526 0.12
H -1.375 3.905 -7.041 0.12
H 0.324 4.362 -6.877 0.12
H -0.420 1.927 -7.885 0.11
H 1.047 2.080 -6.870 0.11
H -1.430 2.222 -3.617 0.09
H -2.508 2.612 -4.995 0.11
C 1.626 -6.944 0.801 -0.23
C 0.953 -5.714 0.193 -0.21
C 1.385 -4.501 1.017 -0.24
S 2.991 -4.900 1.688 0.65
O 2.878 -4.992 3.129 -0.37
O 3.996 -4.082 1.039 -0.33
C 3.079 -6.551 1.023 -0.24
H 1.541 -7.817 0.147 0.12
H 1.152 -7.190 1.758 0.12
H 1.284 -5.592 -0.845 0.12
H -0.137 -5.814 0.180 0.12
H 1.462 -3.603 0.399 0.09
H 0.703 -4.322 1.852 0.09
H 3.599 -7.209 1.722 0.11
H 3.623 -6.502 0.075 0.11
```

The SMILES is O=S1(=O)CCCC1.O=S1(=O)CCCC1.O=S1(=O)CCCC1.O=S1(=O)CCCC1.OB(O)[SiH2]I. As for the net charge: 0. The calculation puts the frontier orbital gap at 9.3 eV. As for the HOMO energy: -9.21 eV.

Calculated E (eV), listed in the same order as above: -49547.148; -63789.090; -39876.621; -52977.960; -343437.081; -82643.024; -97647.064
Calculated strongest force on any atom (eV Å⁻¹), listed in the same order as above: 4.11; 5.87; 1.46; 8.58; 4.77; 5.45; 4.08